[1]
DFT (ωB97M-V/def2-TZVPD) results for a structure of composition C33H32ClN4PmS2.

XYZ file:
```
73
Properties=species:S:1:pos:R:3:mulliken_charge:R:1
Pm 0.55 -0.29 0.13 0.382
C 0.04 2.60 2.20 -1.348
N -0.81 1.47 1.75 1.582
C -1.98 2.00 1.02 -0.851
C -1.56 2.51 -0.35 -1.096
N -1.22 1.38 -1.24 1.165
C -0.37 1.83 -2.36 -1.207
C -2.43 0.76 -1.78 -0.816
C -3.41 1.56 -2.36 -0.378
C -4.56 1.01 -2.91 -0.969
C -4.71 -0.37 -2.89 -0.573
C -3.72 -1.17 -2.35 -0.836
C -2.55 -0.63 -1.80 1.101
S -1.31 -1.72 -1.23 -0.265
C -1.17 0.67 2.91 -1.582
C -1.99 1.12 3.86 -0.150
C -2.24 0.39 5.11 -0.930
C -1.66 -0.79 5.35 -0.933
C -0.82 -1.47 4.32 -0.144
C -0.46 -0.65 3.03 1.387
S 1.33 -0.37 2.77 -0.393
H -0.55 3.32 2.77 0.353
H 0.48 3.11 1.34 0.376
H 0.84 2.21 2.81 0.353
H -2.46 2.81 1.58 0.416
H -2.71 1.20 0.89 0.473
H -0.68 3.14 -0.26 0.575
H -2.35 3.13 -0.75 0.303
H -0.88 2.58 -2.98 0.446
H -0.12 0.97 -2.98 0.293
H 0.56 2.27 -1.98 0.351
H -3.29 2.64 -2.40 0.347
H -5.31 1.65 -3.35 0.392
H -5.61 -0.82 -3.31 0.380
H -3.82 -2.25 -2.36 0.493
H -2.43 2.11 3.76 0.366
H -2.88 0.85 5.85 0.411
H -1.81 -1.30 6.29 0.437
H 0.08 -1.90 4.76 0.440
Cl 0.07 -6.17 2.78 -0.229
C -0.40 -4.50 2.70 -0.167
C -1.23 -3.95 3.57 -0.808
C -1.58 -2.50 3.43 -0.020
C -1.06 -1.82 2.16 -0.248
N -0.03 -2.50 1.39 0.439
C 0.24 -3.71 1.63 -0.410
H -1.67 -4.53 4.37 0.467
H -2.66 -2.37 3.54 0.448
H -1.83 -1.53 1.44 -0.080
H 1.01 -4.20 1.03 0.470
C 5.41 2.91 -0.73 -0.540
C 4.12 3.13 -0.27 -0.871
C 3.13 2.19 -0.49 0.179
C 3.40 0.98 -1.15 0.493
C 4.71 0.76 -1.60 -0.281
C 5.69 1.72 -1.40 -0.631
N 2.38 0.03 -1.26 0.054
C 2.37 -0.86 -2.35 -0.036
C 1.90 -2.16 -2.16 -0.630
C 1.77 -3.04 -3.22 -0.717
C 2.12 -2.65 -4.50 -0.572
C 2.59 -1.36 -4.71 -0.708
C 2.70 -0.47 -3.66 0.036
H 6.19 3.65 -0.58 0.383
H 3.88 4.05 0.25 0.407
H 2.12 2.38 -0.15 -0.121
H 4.95 -0.17 -2.09 0.480
H 6.70 1.52 -1.75 0.368
H 1.65 -2.50 -1.16 0.801
H 1.39 -4.04 -3.04 0.405
H 2.03 -3.34 -5.33 0.395
H 2.86 -1.04 -5.71 0.380
H 3.06 0.54 -3.83 0.513
```

Calculated values
* 2S+1: 5
* energy relative to the best compared isomer or geometry (same formula, charge and spin): 2.209 eV
* max |F|: 0.41 eV/Å
* orbital gap (alpha / beta): 6.833 / 6.844 eV
* HOMO level (alpha / beta): -0.2609 / -0.2611 hartree


[2]
DFT (ωB97M-V/def2-TZVPD) results for a structure of composition C33H32N8O3S5Sc.

XYZ file:
```
82
Properties=species:S:1:pos:R:3:mulliken_charge:R:1
Sc -1.19 -0.71 1.74 0.161
C 1.37 -0.96 -0.70 -1.953
N -0.08 -0.80 -0.65 1.804
C -0.66 -2.10 -1.11 -0.917
C -2.17 -2.06 -1.02 -1.943
N -2.67 -2.06 0.37 1.376
C -4.08 -1.58 0.31 -1.326
C -2.68 -3.35 1.04 0.089
C -2.58 -4.56 0.36 -0.124
C -2.65 -5.76 1.05 -1.151
C -2.83 -5.76 2.42 -0.635
C -2.92 -4.56 3.11 -0.754
C -2.83 -3.34 2.44 0.830
S -2.85 -1.83 3.35 -0.744
C -0.52 0.28 -1.57 -0.757
C -0.05 0.32 -2.88 -0.591
C -0.43 1.32 -3.75 -1.056
C -1.31 2.30 -3.32 -0.732
C -1.81 2.25 -2.03 -0.762
C -1.44 1.24 -1.14 1.756
S -2.13 1.29 0.47 -0.591
H 1.74 -1.02 -1.71 0.365
H 1.63 -1.87 -0.18 0.140
H 2.57 -0.15 0.77 0.568
H -0.27 -2.89 -0.49 0.531
H -0.38 -2.29 -2.15 0.569
H -2.60 -2.88 -1.60 0.393
H -2.53 -1.14 -1.48 0.929
H -4.65 -2.22 -0.37 0.386
H -4.10 -0.55 -0.03 0.302
H -4.53 -1.63 1.30 0.347
H -2.44 -4.59 -0.71 0.332
H -2.57 -6.70 0.51 0.409
H -2.89 -6.70 2.97 0.384
H -3.03 -4.54 4.18 0.423
H 0.66 -0.43 -3.22 0.314
H -0.02 1.34 -4.76 0.446
H -1.59 3.11 -3.98 0.403
H -2.50 3.01 -1.68 0.485
C 2.86 -4.88 1.41 -0.705
S 3.32 -3.15 1.67 -0.040
C 1.80 -2.37 2.14 0.355
S 0.27 -3.13 2.00 -0.263
N 2.02 -1.16 2.56 -1.733
N 0.86 -0.48 2.86 1.509
C 0.94 0.29 3.86 -0.879
C -0.25 1.05 4.25 1.037
C -0.24 1.90 5.34 -1.009
C -1.41 2.56 5.68 -0.309
C -2.55 2.35 4.91 -1.095
C -2.46 1.49 3.83 -0.135
N -1.34 0.86 3.50 0.471
H 3.66 -5.31 0.81 0.375
H 1.92 -4.94 0.88 0.181
H 2.79 -5.39 2.37 0.279
H 1.86 0.35 4.42 0.351
H 0.67 2.02 5.91 0.457
H -1.44 3.23 6.53 0.415
H -3.48 2.84 5.14 0.406
H -3.32 1.29 3.20 0.584
O 3.76 5.00 -7.07 -0.703
S 4.45 4.56 -5.87 1.201
O 4.87 3.17 -5.90 -0.691
O 5.47 5.49 -5.39 -0.709
C 3.19 4.66 -4.55 -0.020
N 2.40 5.75 -4.55 -0.566
C 1.52 5.79 -3.55 -0.449
C 1.40 4.81 -2.58 -0.390
C 2.27 3.73 -2.66 0.452
N 3.16 3.67 -3.66 -0.408
C 2.28 2.61 -1.72 0.647
C 1.45 2.50 -0.60 -0.310
C 1.43 1.42 0.22 -1.144
N 2.18 0.20 -0.10 1.437
C 3.31 0.51 -1.03 -1.207
C 3.26 1.60 -1.82 -0.439
H 0.86 6.66 -3.53 0.409
H 0.65 4.90 -1.81 0.333
H 0.76 3.30 -0.34 0.256
H 0.79 1.35 1.09 0.382
H 4.05 -0.27 -1.08 0.335
H 4.03 1.72 -2.59 0.627
```

Calculated values
* energy relative to the best compared isomer or geometry (same formula, charge and spin): 1.892 eV
* net charge: -1
* max |F|: 0.66 eV/Å
* orbital gap: 4.170 eV
* HOMO level: -0.1481 hartree


[3]
DFT (ωB97M-V/def2-TZVPD) results for a structure of composition C33H33BrCl2GdIN2O3S6.

XYZ file:
```
82
Properties=species:S:1:pos:R:3:mulliken_charge:R:1
Gd 1.03 -0.64 -1.52 -0.922
Cl 3.10 0.40 0.10 -0.112
C 4.48 0.76 -0.88 0.565
C 5.29 1.82 -0.52 -0.774
C 6.38 2.15 -1.30 -0.393
C 6.65 1.41 -2.44 -0.663
C 5.84 0.35 -2.78 0.272
Cl 6.21 -0.53 -4.22 -0.251
C 4.71 -0.03 -2.02 0.029
S 3.74 -1.38 -2.44 -0.259
H 5.05 2.37 0.37 0.424
H 7.01 2.99 -1.04 0.331
H 7.49 1.65 -3.07 0.390
S -1.61 0.18 -2.51 -0.365
S -2.29 -1.18 -3.78 -0.184
S -1.35 -3.14 -3.53 -0.176
S -0.16 -3.25 -1.95 -0.245
C -2.10 3.92 4.55 -1.733
C -3.12 3.37 3.54 2.112
C -3.75 4.54 2.76 -1.743
C -4.23 2.69 4.33 -2.152
C -2.42 2.42 2.57 0.085
C -1.44 2.89 1.70 -0.424
C -0.79 2.00 0.89 -0.025
Br 0.53 2.60 -0.39 -0.187
C -0.99 0.60 0.87 0.510
O -0.17 -0.15 0.22 0.863
C -2.10 0.16 1.65 -0.483
C -2.74 1.07 2.48 -0.490
C -2.68 -1.25 1.59 2.639
C -2.48 -1.96 2.93 -1.856
C -4.19 -1.13 1.27 -2.000
C -2.08 -2.11 0.48 -2.100
H -2.59 4.58 5.27 0.452
H -1.31 4.49 4.05 0.335
H -1.63 3.10 5.09 0.368
H -4.27 5.21 3.44 0.457
H -4.47 4.15 2.04 0.381
H -3.00 5.11 2.22 0.324
H -4.72 3.41 4.98 0.459
H -3.83 1.89 4.95 0.371
H -4.98 2.28 3.66 0.405
H -1.17 3.94 1.66 0.382
H -3.53 0.69 3.10 0.220
H -2.95 -1.42 3.74 0.302
H -1.41 -2.04 3.15 0.246
H -2.89 -2.97 2.90 0.495
H -4.74 -0.65 2.07 0.370
H -4.62 -2.11 1.10 0.481
H -4.31 -0.54 0.36 0.410
H -1.03 -2.33 0.66 0.243
H -2.18 -1.60 -0.48 0.237
H -2.62 -3.06 0.41 0.444
I -1.76 3.35 -8.70 -0.033
C -0.81 2.35 -7.08 0.067
C -0.30 1.08 -7.29 -0.551
C 0.31 0.43 -6.23 -0.145
C 0.42 1.06 -5.00 -0.079
C -0.11 2.33 -4.81 -0.276
C -0.74 2.98 -5.86 -0.601
C 1.03 0.35 -3.83 0.990
O 0.98 -0.90 -3.80 -0.458
O 1.53 1.03 -2.90 -0.570
H -0.36 0.61 -8.26 0.364
H 0.71 -0.56 -6.34 0.473
H -0.03 2.79 -3.84 0.360
H -1.16 3.96 -5.71 0.367
N 3.20 -6.75 2.59 -0.400
C 2.65 -5.58 3.06 0.358
S 2.38 -5.46 4.71 -0.410
C 2.40 -4.51 2.14 1.032
C 2.77 -4.57 0.78 -1.165
C 2.48 -3.52 -0.06 -0.649
N 1.87 -2.39 0.33 0.705
C 1.54 -2.32 1.63 -0.587
C 1.75 -3.33 2.54 -0.825
H 3.16 -7.51 3.26 0.235
H 2.99 -7.01 1.64 0.210
H 3.29 -5.43 0.38 0.272
H 2.77 -3.57 -1.10 0.410
H 1.06 -1.40 1.93 0.445
H 1.44 -3.22 3.57 0.398
```

Calculated values
* 2S+1: 8
* energy relative to the best compared isomer or geometry (same formula, charge and spin): 0.662 eV
* net charge: -2
* max |F|: 2.86 eV/Å
* orbital gap (alpha / beta): 3.463 / 3.294 eV
* HOMO level (alpha / beta): -0.0293 / -0.0233 hartree


[4]
DFT (ωB97M-V/def2-TZVPD) results for a structure of composition C33H33BrCl2GdIN2O3S6.

XYZ file:
```
82
Properties=species:S:1:pos:R:3:mulliken_charge:R:1
Gd -0.20 -0.95 2.00 -0.148
Cl 2.12 -0.90 3.78 0.020
C 3.26 -2.21 3.77 0.593
C 4.37 -2.14 4.58 -0.847
C 5.29 -3.18 4.61 -0.392
C 5.07 -4.30 3.81 -0.659
C 3.96 -4.35 2.99 0.067
Cl 3.72 -5.74 2.02 -0.240
C 3.01 -3.30 2.91 0.045
S 1.68 -3.38 1.84 -0.149
H 4.52 -1.27 5.20 0.411
H 6.16 -3.13 5.24 0.328
H 5.76 -5.12 3.82 0.390
S -1.28 -3.34 3.24 -0.012
S -2.81 -2.63 4.33 -0.011
S -4.06 -1.49 3.06 -0.076
S -3.00 -0.10 2.07 -0.219
C 3.58 2.70 -4.24 -1.762
C 2.23 2.05 -4.56 2.172
C 2.47 0.76 -5.34 -1.678
C 1.44 3.03 -5.44 -2.150
C 1.50 1.72 -3.27 -0.312
C 2.15 0.98 -2.29 -0.369
C 1.47 0.65 -1.14 -0.470
Br 2.38 -0.25 0.30 -0.303
C 0.12 0.97 -0.85 0.524
O -0.43 0.54 0.22 0.487
C -0.49 1.81 -1.84 -1.020
C 0.19 2.13 -2.99 0.418
C -1.88 2.36 -1.56 2.453
C -2.37 3.34 -2.64 -2.646
C -2.88 1.21 -1.44 -1.226
C -1.83 3.12 -0.22 -1.192
H 4.09 2.99 -5.16 0.466
H 4.23 2.02 -3.69 0.314
H 3.44 3.60 -3.63 0.376
H 3.04 0.96 -6.25 0.446
H 1.52 0.31 -5.63 0.370
H 3.01 0.03 -4.74 0.336
H 2.03 3.27 -6.33 0.439
H 1.23 3.95 -4.91 0.407
H 0.51 2.59 -5.77 0.363
H 3.17 0.66 -2.40 0.378
H -0.31 2.75 -3.71 0.633
H -2.50 2.84 -3.60 0.414
H -1.68 4.17 -2.77 0.433
H -3.34 3.74 -2.35 0.471
H -2.93 0.64 -2.36 0.344
H -3.88 1.60 -1.21 0.469
H -2.58 0.55 -0.63 -0.147
H -1.15 3.97 -0.29 0.371
H -1.49 2.45 0.55 -0.247
H -2.83 3.49 0.04 0.505
I -3.90 5.39 6.80 -0.006
C -2.75 3.91 5.79 -0.023
C -1.97 3.06 6.54 -0.524
C -1.25 2.07 5.89 -0.326
C -1.31 1.96 4.51 0.093
C -2.10 2.84 3.77 -0.063
C -2.83 3.82 4.42 -0.661
C -0.55 0.87 3.80 0.839
O -0.71 -0.30 4.19 -0.482
O 0.21 1.19 2.86 -0.678
H -1.92 3.15 7.62 0.364
H -0.65 1.37 6.46 0.449
H -2.16 2.73 2.70 0.229
H -3.45 4.49 3.86 0.410
N -1.34 -6.00 -3.56 -0.411
C -2.27 -5.29 -2.84 0.332
S -3.88 -5.61 -3.13 -0.604
C -1.82 -4.28 -1.92 1.065
C -0.46 -3.94 -1.75 -1.430
C -0.10 -3.00 -0.82 -0.714
N -0.97 -2.35 -0.02 0.740
C -2.27 -2.66 -0.20 -0.227
C -2.73 -3.58 -1.11 -1.187
H -1.71 -6.80 -4.05 0.198
H -0.42 -6.12 -3.16 0.153
H 0.31 -4.40 -2.35 0.216
H 0.95 -2.75 -0.68 0.596
H -2.98 -2.12 0.43 0.085
H -3.78 -3.79 -1.19 0.396
```

Calculated values
* 2S+1: 8
* energy relative to the best compared isomer or geometry (same formula, charge and spin): 3.103 eV
* net charge: -2
* max |F|: 2.76 eV/Å
* orbital gap (alpha / beta): 3.165 / 4.976 eV
* HOMO level (alpha / beta): -0.0060 / -0.0957 hartree


[5]
DFT (ωB97M-V/def2-TZVPD) results for a structure of composition C33H33FInN2O3Te.

XYZ file:
```
74
Properties=species:S:1:pos:R:3:mulliken_charge:R:1
In 0.32 -1.92 -0.01 1.566
C -1.35 4.95 -0.45 -1.985
C -0.80 3.58 -0.14 0.416
C 0.01 3.37 0.97 -0.126
C 0.55 2.12 1.27 0.817
C 1.47 2.00 2.46 -0.684
O 2.37 2.80 2.59 -0.607
C 1.21 0.94 3.47 0.134
C -0.06 0.40 3.63 0.991
C -0.30 -0.56 4.59 -0.624
C 0.74 -0.99 5.41 -0.638
C 2.01 -0.45 5.26 -0.578
C 2.25 0.53 4.30 -0.770
C 0.29 1.03 0.44 1.282
O 0.91 -0.14 0.69 -0.984
C -0.53 1.25 -0.69 0.225
C -1.05 2.50 -0.97 -0.469
C -0.64 0.05 -1.55 -0.650
N -1.37 -0.98 -1.20 -0.514
C -2.52 -0.75 -0.29 -0.027
C -2.28 -1.22 1.13 -0.700
Te -3.97 -0.79 2.40 0.332
C -3.85 1.31 2.19 -0.213
C -4.45 1.94 1.10 -0.307
C -4.39 3.32 0.98 -0.527
C -3.76 4.08 1.95 -0.505
C -3.17 3.46 3.04 -0.710
C -3.22 2.07 3.16 -0.220
C 0.30 -0.12 -2.67 0.924
C 0.04 -1.08 -3.65 -0.376
C 0.94 -1.27 -4.68 -0.804
C 2.10 -0.51 -4.74 -0.377
C 2.36 0.46 -3.78 -1.141
C 1.46 0.66 -2.74 -0.305
H -1.27 5.61 0.41 0.373
H -2.40 4.89 -0.74 0.369
H -0.81 5.41 -1.28 0.438
H 0.25 4.19 1.63 0.458
H -0.87 0.76 3.00 -0.079
H -1.30 -0.97 4.72 0.378
H 0.56 -1.74 6.16 0.421
H 2.82 -0.78 5.90 0.418
H 3.22 0.98 4.18 0.481
H -1.66 2.63 -1.86 0.553
H -3.35 -1.31 -0.72 0.478
H -2.78 0.31 -0.30 0.129
H -1.43 -0.72 1.59 -0.248
H -2.16 -2.30 1.20 0.508
H -4.97 1.35 0.35 0.489
H -4.87 3.80 0.13 0.467
H -3.73 5.16 1.86 0.479
H -2.68 4.05 3.81 0.432
H -2.78 1.60 4.03 0.505
H -0.88 -1.64 -3.61 0.537
H 0.73 -1.99 -5.46 0.477
H 2.80 -0.65 -5.56 0.445
H 3.26 1.06 -3.83 0.451
H 1.65 1.41 -1.98 0.526
C 3.40 -4.93 -3.42 -0.991
N 3.16 -3.77 -2.56 0.177
C 4.23 -2.80 -2.33 -0.674
C 2.00 -3.56 -1.98 0.800
C 0.84 -4.49 -2.13 -1.324
O 1.89 -2.51 -1.26 -0.543
H 4.43 -4.89 -3.76 0.288
H 2.75 -4.91 -4.30 0.369
H 3.26 -5.86 -2.88 0.368
H 5.13 -3.15 -2.82 0.315
H 4.42 -2.69 -1.27 0.282
H 3.95 -1.83 -2.74 0.176
H 1.02 -5.30 -2.84 0.502
H -0.02 -3.91 -2.47 0.251
H 0.60 -4.90 -1.15 0.341
F -0.09 -3.65 0.77 -0.666
```

Calculated values
* energy relative to the best compared isomer or geometry (same formula, charge and spin): 0.020 eV
* net charge: +1
* max |F|: 0.13 eV/Å
* orbital gap: 6.793 eV
* HOMO level: -0.3884 hartree


[6]
DFT (ωB97M-V/def2-TZVPD) results for a structure of composition C33H33N6NiO7S2.

XYZ file:
```
82
Properties=species:S:1:pos:R:3:mulliken_charge:R:1
Ni -0.10 -0.82 -1.10 -0.259
C -1.88 5.06 1.90 -1.341
C -2.56 3.75 1.63 0.657
C -3.48 3.61 0.59 -0.913
C -4.07 2.39 0.31 -0.487
C -3.72 1.29 1.08 0.105
C -2.84 1.41 2.14 -0.772
C -2.27 2.63 2.41 0.078
S -4.39 -0.31 0.71 1.085
O -4.26 -1.14 1.87 -0.679
O -5.69 -0.10 0.12 -0.717
N -3.41 -0.98 -0.46 0.254
C -3.27 -0.43 -1.75 0.091
C -4.32 0.23 -2.40 -0.473
C -4.07 0.78 -3.64 -0.420
C -2.82 0.65 -4.22 -0.883
C -1.86 -0.05 -3.51 -0.113
N -2.08 -0.58 -2.31 -0.072
H -2.41 5.89 1.43 0.432
H -0.86 5.05 1.50 0.164
H -1.81 5.25 2.97 0.307
H -3.74 4.48 -0.01 0.343
H -4.79 2.29 -0.49 0.478
H -2.62 0.55 2.75 0.603
H -1.57 2.72 3.24 0.434
H -5.30 0.29 -1.95 0.668
H -4.87 1.30 -4.16 0.398
H -2.58 1.07 -5.18 0.406
H -0.85 -0.17 -3.88 0.337
C 1.78 1.30 -1.31 -0.769
O 1.22 0.30 -2.07 -0.702
H 2.71 1.70 -1.77 0.378
H 2.08 0.97 -0.29 0.156
H 1.12 2.18 -1.16 0.189
C 1.11 5.53 3.95 -1.708
C 1.07 4.02 3.92 0.994
C 1.44 3.32 2.77 -0.422
C 1.43 1.94 2.75 -0.293
C 1.03 1.24 3.88 -0.373
C 0.65 1.92 5.03 -0.577
C 0.68 3.30 5.05 -0.729
S 0.94 -0.53 3.82 1.533
O 2.03 -0.99 3.00 -0.688
O 0.85 -1.06 5.16 -0.825
N -0.51 -0.66 3.11 0.331
C -1.03 -2.00 2.77 -1.182
C -0.62 -2.41 1.35 -0.797
C -1.10 -1.44 0.27 2.253
O -2.53 -1.95 -0.05 -0.484
O -1.06 -0.14 0.48 -1.522
H 1.04 5.94 2.94 0.343
H 2.04 5.88 4.39 0.427
H 0.29 5.93 4.54 0.371
H 1.73 3.86 1.88 0.393
H 1.71 1.40 1.85 0.442
H 0.33 1.35 5.90 0.469
H 0.38 3.83 5.94 0.350
H -0.55 -0.10 2.24 -0.260
H -2.11 -1.95 2.85 0.270
H -0.67 -2.72 3.51 0.562
H -1.00 -3.41 1.13 0.432
H 0.47 -2.45 1.29 0.427
N 8.17 -5.26 -5.61 -0.535
C 7.17 -4.97 -5.13 0.087
C 5.92 -4.62 -4.52 0.513
C 5.42 -3.32 -4.67 -0.851
C 4.20 -2.99 -4.11 -0.305
C 3.49 -3.94 -3.38 0.845
C 4.00 -5.22 -3.22 -0.523
C 5.21 -5.56 -3.80 -0.834
N 2.26 -3.59 -2.80 0.295
C 1.18 -4.43 -2.56 -0.384
C 0.22 -3.66 -2.00 -0.988
N 0.69 -2.37 -1.87 0.179
C 1.90 -2.35 -2.36 -0.515
H 5.97 -2.59 -5.24 0.423
H 3.79 -2.00 -4.24 0.509
H 3.46 -5.94 -2.62 0.438
H 5.61 -6.56 -3.67 0.425
H 1.19 -5.46 -2.86 0.446
H -0.77 -3.91 -1.67 0.541
H 2.51 -1.46 -2.41 0.537
```

Calculated values
* energy relative to the best compared isomer or geometry (same formula, charge and spin): 0.209 eV
* net charge: -1
* max |F|: 0.66 eV/Å
* orbital gap (alpha / beta): 5.578 / 5.577 eV
* HOMO level (alpha / beta): -0.1416 / -0.1416 hartree